Record 1
Formula: C45H113N10O22
Source: OMol25
Level of theory: the ωB97M-V functional and the def2-TZVPD basis

Structure (XYZ):
```
190
Properties=species:S:1:pos:R:3:forces:R:3
C 0.994 0.227 2.069 2.0941 1.4651 1.5426
C 0.378 -0.837 1.301 -2.7180 -3.5555 -1.6850
C -1.172 -1.142 1.587 1.1864 0.4659 0.6139
C -2.104 -0.029 1.157 -0.2495 -1.6751 -0.0909
C -2.016 -0.041 -0.376 -0.1325 0.0081 1.8239
C -0.637 0.391 -0.857 -1.0966 -0.8042 -1.8285
N 0.520 -0.437 -0.164 4.9300 1.8217 -2.9124
O 1.703 -0.438 -0.708 -6.9489 -0.2922 2.8516
C -0.438 1.875 -0.576 0.3531 -0.6772 0.1409
C -0.628 0.161 -2.396 1.4327 -0.0192 0.5575
C 1.044 -2.217 1.429 1.0870 0.0173 0.3168
H 0.501 1.190 2.201 -0.4698 -0.3414 0.0885
H 1.974 0.516 1.682 -0.0169 -0.1196 -0.5138
H 1.330 -0.199 3.017 -0.6287 0.0389 0.3759
H -1.225 -1.440 2.637 0.1998 0.7032 0.3594
H -1.524 -2.086 1.166 0.5457 0.0281 -0.7162
H -1.932 0.898 1.704 -0.0705 0.2034 -0.3739
H -3.100 -0.420 1.373 -0.2374 0.5038 0.3005
H -2.844 0.566 -0.739 0.6327 0.3823 -0.7129
H -2.254 -1.061 -0.683 0.1598 -0.0563 -0.1461
H -0.357 2.096 0.488 0.0652 0.1424 -0.1072
H -1.380 2.260 -0.967 0.2880 0.6806 -0.0220
H 0.435 2.213 -1.133 -0.1330 0.4098 0.1311
H 0.287 0.636 -2.752 0.0658 -0.4028 -0.4270
H -1.449 0.595 -2.965 -0.2792 0.3124 0.6941
H -0.640 -0.905 -2.622 0.3591 0.0043 0.0313
H 0.799 -2.966 0.678 -0.2678 0.5409 -0.3152
H 0.770 -2.690 2.373 0.0190 0.4214 0.2453
H 2.127 -2.085 1.408 0.0677 -0.1877 0.0769
C 7.929 0.372 -3.462 -0.3282 -0.5078 0.2300
C 6.571 0.682 -2.815 -0.6394 -1.3932 0.3188
C 6.552 2.110 -2.314 -1.1405 0.1966 -0.6060
C 5.312 2.763 -1.618 0.8422 0.0994 0.0416
C 5.214 2.503 -0.106 0.7144 -0.0013 -1.4282
C 4.426 1.266 0.208 -0.0008 0.0805 1.0046
H 8.017 -0.649 -3.837 -0.0989 -0.2995 0.5902
H 8.684 0.575 -2.702 0.3949 -0.0763 -0.3926
H 8.116 0.908 -4.394 -0.0614 0.7384 0.3530
H 5.801 0.489 -3.567 -0.1869 0.5300 -0.1777
H 6.262 -0.030 -2.045 0.6342 -0.2881 0.2595
H 6.666 2.482 -3.335 0.4552 1.7013 0.5134
H 7.382 2.306 -1.636 0.4147 0.0348 -0.4982
H 5.500 3.838 -1.602 -0.1912 0.1377 -0.9486
H 4.388 2.512 -2.142 -0.1219 0.2267 -0.0211
H 6.270 2.428 0.165 -0.0411 -0.4392 0.5939
H 4.900 3.404 0.421 -0.5846 -0.1445 -0.0652
H 4.977 0.370 -0.074 -0.0209 -0.0371 0.2915
H 4.242 1.339 1.282 -0.0899 -0.8320 0.1293
H 3.451 1.196 -0.277 0.0097 0.3856 -0.1733
C -6.805 2.190 0.036 0.9934 -0.1452 1.7132
C -5.465 1.791 0.713 -0.5978 1.1789 0.1131
O -5.630 1.324 2.018 0.0320 -2.0205 1.1982
O -7.413 3.301 0.746 0.3245 -0.1101 -1.4257
H -7.515 1.364 0.085 0.1554 -0.2488 -0.1057
H -6.541 2.371 -1.005 -0.5357 0.8306 0.0845
H -4.779 2.633 0.839 -0.0878 0.4193 -0.9638
H -4.935 1.015 0.159 -0.2268 -0.1003 -0.0432
H -6.069 1.859 2.681 -0.0639 0.4940 -0.5060
H -7.206 3.280 1.683 0.0940 -0.2772 -0.0576
C -3.041 -2.739 -3.050 0.4296 2.2582 0.6834
C -2.850 -3.689 -4.173 -0.7146 -0.8757 -1.0033
O -2.118 -4.806 -3.716 0.1277 -1.0068 -0.2022
O -4.349 -2.202 -2.956 0.1855 -0.2209 0.2266
H -2.365 -1.885 -3.148 0.1246 0.0926 -0.4899
H -2.677 -3.079 -2.078 -0.5116 -1.0110 -0.0471
H -2.444 -3.295 -5.107 0.6800 0.3614 0.3775
H -3.786 -4.105 -4.557 -0.5368 0.5153 0.3899
H -2.844 -5.413 -3.553 0.5610 -0.6150 0.2948
H -4.263 -1.342 -3.382 -0.6085 0.1143 -0.1456
C 3.191 -1.345 -3.845 0.3419 -1.1315 1.0535
C 3.730 -2.583 -4.571 -0.1493 -0.1593 1.3644
O 3.803 -2.425 -5.981 0.3140 -0.2629 0.4920
O 1.831 -1.177 -4.203 -0.0198 1.0043 -0.7705
H 3.842 -0.474 -3.940 -0.2804 0.2940 -0.8036
H 3.137 -1.441 -2.760 0.3334 -0.7844 -0.0007
H 3.135 -3.450 -4.274 -0.9044 0.1856 -0.5497
H 4.642 -2.944 -4.088 0.8977 0.7559 -0.6415
H 3.407 -1.584 -6.220 0.0299 -0.0103 -0.0297
H 1.868 -0.613 -4.981 -0.6611 0.0349 -0.0883
C 1.973 5.856 -1.605 -1.1631 -0.3796 0.2514
C 0.646 6.000 -2.348 -0.7831 -1.3821 -0.2526
O 0.131 4.685 -2.510 0.3248 -0.9938 -0.4207
O 2.552 7.117 -1.588 1.0131 0.7102 0.2028
H 2.664 5.115 -2.013 -0.3394 -0.1126 -0.6176
H 1.791 5.463 -0.602 -0.0971 0.4332 0.2437
H 0.757 6.511 -3.307 0.3416 0.0124 -0.0517
H -0.181 6.485 -1.825 0.7247 0.8455 0.5298
H -0.370 4.587 -3.323 -0.1289 0.1130 0.0709
H 3.042 7.128 -2.414 0.2107 0.6314 0.0916
C -2.902 2.296 4.624 0.6253 -0.4946 -1.9776
C -1.627 1.472 4.836 -1.9237 -0.3784 1.5301
O -0.820 2.101 5.794 0.6056 0.2474 0.0616
O -2.460 3.559 4.053 -0.4080 -0.0786 0.5998
H -3.557 2.358 5.492 0.5546 0.4718 0.3916
H -3.510 1.803 3.861 -0.0087 -0.2179 -0.1045
H -1.108 1.143 3.934 0.0124 0.4468 -0.1858
H -2.019 0.593 5.350 0.2537 -0.4085 -0.3168
H -0.773 3.029 5.551 0.2725 0.0586 0.0863
H -3.229 4.104 3.864 -0.0050 0.0823 0.0412
C -5.263 1.274 -3.201 -1.1208 -0.4349 -0.5595
C -5.423 0.848 -4.656 0.0300 0.5203 -1.0337
O -5.086 -0.510 -5.010 0.1114 0.7650 0.5642
O -3.928 1.185 -2.780 -0.2642 -0.2233 0.4614
H -5.962 0.690 -2.599 0.5901 -0.4838 0.4380
H -5.664 2.284 -3.082 0.1738 0.2743 -0.3271
H -4.776 1.516 -5.227 0.2744 -0.2405 -0.1506
H -6.415 1.039 -5.071 -0.2577 0.2006 0.4845
H -5.912 -0.999 -5.025 0.0818 -0.2236 0.0842
H -3.476 1.935 -3.184 0.3966 -0.0361 -0.1582
O -2.231 2.203 -5.002 0.6112 -0.9847 -0.2102
C -1.949 1.731 -6.108 -1.4369 1.0748 0.5012
N -1.535 2.554 -7.088 0.1758 -1.2991 0.5006
C -2.208 0.317 -6.574 0.1479 -0.6992 1.2637
H -1.704 2.094 -7.969 0.5664 1.3702 -0.6636
H -1.425 3.508 -6.783 -0.1261 0.1956 -1.0002
H -2.548 -0.240 -5.701 0.0122 -0.0933 -0.0606
H -1.292 -0.152 -6.935 0.0093 0.0761 -0.1198
H -2.992 0.197 -7.321 0.0562 0.4368 -0.1048
O 1.111 -2.805 5.152 -0.2894 0.1486 -0.5166
C 0.285 -2.680 6.045 1.0721 -1.9472 -0.5734
N 0.605 -2.015 7.149 -0.6396 1.2228 1.6530
C -0.968 -3.540 6.047 -0.3464 -0.1609 -1.6636
H 1.532 -1.636 7.269 -0.1012 0.1394 -0.4185
H -0.139 -1.563 7.660 0.1564 -0.2386 0.2903
H -1.839 -2.971 5.718 -0.2431 0.1695 0.6269
H -1.165 -4.240 6.858 0.1143 0.7601 0.5728
H -0.821 -4.209 5.198 0.2366 0.0603 -0.0853
O -3.841 -1.098 5.214 0.2441 1.4207 -0.0058
C -4.915 -1.501 4.810 0.3607 -2.8496 0.1359
N -5.188 -1.573 3.490 0.1860 0.7457 0.3426
C -5.739 -2.299 5.809 -0.0707 0.6392 -0.3046
H -5.827 -2.238 3.087 -0.0307 0.3477 -0.0201
H -4.468 -1.083 2.979 -0.3650 -0.2733 -0.6985
H -5.908 -1.554 6.587 -0.1999 -0.5374 0.4367
H -5.057 -3.085 6.129 -0.0694 0.1467 0.3677
H -6.667 -2.776 5.496 -0.0437 0.3507 -0.2474
O 4.795 -4.166 1.313 -0.8631 0.5183 -0.7257
C 5.118 -3.811 0.173 0.5252 0.7047 2.6506
N 5.686 -4.704 -0.601 0.5643 -0.3915 -2.2122
C 5.075 -2.361 -0.291 -1.0686 -0.4717 -0.3197
H 5.658 -5.677 -0.342 0.1519 0.1162 -0.0782
H 5.973 -4.384 -1.513 0.0585 -0.6428 -0.0562
H 4.954 -2.285 -1.373 0.0074 -0.1259 -0.0682
H 5.916 -1.723 -0.026 0.0955 -0.4290 0.4584
H 4.147 -2.000 0.151 0.1705 0.4111 0.0057
O 1.872 -3.233 -1.483 -0.6513 -1.0756 -0.0625
C 1.175 -4.185 -1.871 0.8056 0.7390 -0.1419
N 0.551 -4.132 -3.087 0.6924 -0.6528 1.6756
C 1.003 -5.499 -1.069 -0.0846 0.7702 -0.8882
H -0.075 -4.895 -3.287 -0.2776 0.5833 -0.5971
H 0.601 -3.254 -3.582 -0.1206 -0.1586 -0.2339
H 0.291 -6.114 -1.620 -0.0944 -0.1986 0.2947
H 0.650 -5.286 -0.061 -0.0510 0.0515 -0.0800
H 1.941 -6.049 -1.010 0.0946 0.2131 -0.0197
O -1.564 -4.502 1.150 -0.4494 0.3464 -0.0052
C -2.211 -5.447 1.587 1.4147 -0.5006 -0.1291
N -2.276 -6.566 0.803 -0.3586 0.5857 0.3847
C -2.668 -5.406 3.013 -0.6671 0.5911 0.8539
H -1.902 -6.355 -0.109 -0.1214 -0.5182 -0.1024
H -2.819 -7.396 0.979 0.0216 0.2011 0.0567
H -3.469 -6.051 3.374 0.0257 -0.2759 -0.4983
H -2.974 -4.377 3.204 -0.2327 0.0426 -0.1898
H -1.848 -5.500 3.725 0.3550 -0.4086 -0.4389
O 1.290 3.329 2.478 -0.3665 0.3783 0.8316
C 1.384 4.085 3.452 2.1639 0.2509 -1.3371
N 0.351 4.511 4.164 -1.0542 0.2565 0.4521
C 2.785 4.612 3.892 -0.9958 -1.2959 -1.3352
H -0.576 4.198 3.907 -0.1485 0.0943 -0.0176
H 0.446 5.184 4.908 0.1355 -0.1009 -0.1255
H 3.448 4.368 3.063 -0.0152 -0.0078 0.0088
H 3.042 3.914 4.688 0.3793 0.7558 0.5535
H 2.845 5.691 4.022 -0.1397 -0.1864 0.7603
O -2.589 4.490 -1.083 0.0836 0.8193 2.1869
C -2.282 5.313 -0.182 1.7949 -2.2162 -2.5831
N -2.608 6.580 -0.362 -0.7771 1.5625 -0.2216
C -1.394 4.968 0.998 -1.6534 -0.3530 0.1016
H -3.108 6.734 -1.225 -0.0197 0.3128 0.1399
H -2.225 7.366 0.139 -0.0595 -0.2363 0.0803
H -2.098 4.291 1.490 0.4011 -0.2045 0.7142
H -1.213 5.819 1.653 0.1625 -0.0569 -0.0597
H -0.501 4.380 0.795 -0.0383 0.2954 -0.3675
O 6.400 -2.043 5.299 -0.3039 0.3792 -0.1527
C 5.771 -2.248 4.272 1.6481 -0.6431 0.3941
N 6.317 -2.900 3.208 -0.9794 0.1048 -0.3641
C 4.372 -1.749 4.070 -0.1759 -0.6575 1.2475
H 5.607 -3.395 2.676 0.5610 0.0579 -0.5232
H 7.270 -3.226 3.175 -0.1396 -0.0352 0.5581
H 4.015 -1.673 5.098 -0.1325 0.9237 -0.1031
H 3.660 -2.476 3.680 0.3183 0.1102 -0.8225
H 4.476 -0.813 3.524 -0.5997 0.0309 0.0444
```
Positions in Å, forces in eV/Å.

Net charge: +1
LUMO: -0.1691 Ha
Electronic energy: -108434.35171 eV


Record 2
Formula: C4H8O2
Source: OMol25
Level of theory: the ωB97M-V functional and the def2-TZVPD basis

Structure (XYZ):
```
14
Properties=species:S:1:pos:R:3:forces:R:3
C 0.848 1.099 0.419 0.0065 0.5396 -0.2371
C 0.288 -0.131 -0.283 0.2154 -2.1939 1.6438
C 0.443 -1.400 0.638 0.2362 0.5035 -0.4878
C -1.167 0.012 -0.581 -1.0400 1.4378 -1.5547
O -2.146 -0.545 -0.140 1.3141 0.5259 -0.2697
O -1.282 1.020 -1.569 -0.9250 -1.0544 1.2379
H 0.888 1.946 -0.273 0.0289 -0.0820 0.1523
H 1.858 0.909 0.795 -0.1631 -0.0542 -0.1062
H 0.221 1.397 1.266 0.0669 -0.1428 -0.0779
H 0.820 -0.339 -1.216 -0.1612 0.2607 0.0110
H 0.012 -1.228 1.630 -0.0013 0.0406 -0.2133
H -0.043 -2.276 0.197 0.0461 0.1985 0.0687
H 1.507 -1.625 0.762 -0.1158 0.0376 0.0145
H -2.248 1.161 -1.644 0.4923 -0.0169 -0.1815
```
Positions in Å, forces in eV/Å.

SMILES: CC(C)C(=O)O
LUMO: 0.0315 Ha
Electronic energy: -8373.19044 eV


Record 3
Formula: C4H8O2
Source: OMol25
Level of theory: the ωB97M-V functional and the def2-TZVPD basis

Structure (XYZ):
```
14
Properties=species:S:1:pos:R:3:forces:R:3
O -1.357 0.044 -0.357 0.0066 0.0348 -0.0762
C -0.769 0.852 0.676 0.0160 0.0659 0.1452
C 0.743 0.684 0.550 0.0276 0.1065 -0.0255
C 0.903 -0.783 0.154 0.0345 -0.0338 -0.0032
C -0.153 -1.006 -0.919 0.0942 -0.0992 0.2065
O -0.044 -0.372 -2.057 0.0835 -0.1056 -0.0790
H -0.971 0.335 -1.420 -0.0804 -0.0322 0.1500
H -1.132 0.470 1.635 0.0078 0.0441 -0.1068
H -1.109 1.884 0.552 0.0463 -0.1401 0.0288
H 1.266 0.936 1.477 -0.0938 -0.0238 -0.1157
H 1.124 1.322 -0.251 0.0057 -0.0486 0.0867
H 1.891 -1.001 -0.261 -0.1459 0.0170 0.0151
H 0.733 -1.438 1.018 -0.0303 0.0579 -0.1774
H -0.645 -1.991 -0.906 0.0283 0.1573 -0.0484
```
Positions in Å, forces in eV/Å.

LUMO: 0.0346 Ha
Electronic energy: -8370.66061 eV


One value per record, in order, for E_HOMO: -0.3686; -0.3923; -0.3492 hartree.